(1)
Formula: C29H40NO4Si2
Source: the Open Molecules 2025 dataset
Level of theory: ωB97M-V with the def2-TZVPD basis set

Each line ends with the Mulliken charge.
Cartesian coordinates (Å):
C1 3.6800 4.9541 -1.3229  -1.1530
Si1 3.9294 3.1671 -1.8819  0.5014
C2 4.4961 3.2432 -3.6674  -1.0989
C3 5.0035 2.2679 -0.6721  -1.0256
O1 2.4454 2.1557 -1.7856  -0.2065
N1 1.9550 2.0537 -0.4132  0.3563
O2 0.9321 2.9275 -0.2488  -0.3955
Si2 -0.0607 3.3585 -1.6192  0.5608
C4 -1.2799 4.4697 -0.7299  -1.0875
C5 0.7564 4.2701 -3.0301  -0.9072
C6 -0.8931 1.7933 -2.2165  -0.4999
C7 1.4665 0.7375 -0.1947  0.3924
C8 1.9417 -0.1999 -1.2077  -1.0740
C9 1.0675 0.3230 1.1302  -1.0488
H1 4.6721 5.3060 -0.9757  0.4669
H2 3.3721 5.6259 -2.1369  0.3427
H3 2.9738 5.0431 -0.4777  0.3415
H4 5.4964 3.7118 -3.6869  0.3771
H5 4.5901 2.2523 -4.1308  0.3367
H6 3.8344 3.8604 -4.2954  0.3305
H7 5.7766 2.9694 -0.2934  0.4211
H8 4.3783 1.9181 0.1778  0.2646
H9 5.4935 1.4064 -1.1551  0.2864
H10 -2.1112 4.7539 -1.4018  0.3634
H11 -1.7178 3.9435 0.1310  0.3035
H12 -0.8065 5.3951 -0.3511  0.3040
H13 -0.0551 4.8112 -3.5445  0.4186
H14 1.5104 5.0061 -2.7360  0.1876
H15 1.1942 3.5852 -3.7670  0.2150
H16 -1.8327 2.1104 -2.7050  0.4944
H17 -0.2722 1.2622 -2.9528  0.2815
H18 -1.1430 1.1197 -1.3842  -0.2202
H19 1.7459 -1.2439 -0.9877  0.5417
H20 1.5365 -0.0643 -2.2145  0.2227
H21 3.0380 -0.0510 -1.1916  0.2491
H22 1.4315 -0.7068 1.4266  0.5211
H23 1.2626 1.2770 1.8137  0.0047
C10 1.3296 -3.7131 7.0625  -0.7678
O3 1.3424 -2.2670 6.7900  -0.4420
C11 0.8274 -1.7781 5.6286  0.8192
C12 1.0986 -0.4047 5.3386  -0.7590
C13 0.7540 0.1015 4.1119  -0.5130
C14 0.0861 -0.7185 3.1853  -0.0144
C15 -0.3379 -0.1456 1.8837  1.0019
C16 -1.3319 -0.9498 1.0855  0.0314
C17 -2.3960 -0.2764 0.4702  -0.6366
C18 -3.0865 -0.8293 -0.5949  -0.6353
C19 -2.6767 -2.0825 -1.0729  0.2401
O4 -3.1746 -2.4566 -2.3158  -0.4292
C20 -4.0035 -3.5699 -2.4738  0.8770
C21 -5.2389 -3.3077 -3.0967  -0.5896
C22 -6.2393 -4.2616 -2.9610  -0.2773
C23 -5.9888 -5.4761 -2.3257  -0.6296
C24 -4.7261 -5.7297 -1.7829  -0.4720
C25 -3.7106 -4.7866 -1.8605  -0.3406
C26 -1.5924 -2.7868 -0.5205  -0.6321
C27 -0.9945 -2.2427 0.6112  -0.6894
C28 -0.1783 -2.0492 3.4927  -0.1532
C29 0.1932 -2.6134 4.6882  -1.1289
H24 1.7924 -3.7681 8.0501  0.2516
H25 0.2947 -4.1198 7.1131  0.3031
H26 1.9480 -4.2849 6.3355  0.3236
H27 1.4610 0.2461 6.1540  0.3945
H28 0.9206 1.1763 3.9191  0.3277
H29 -0.5797 0.9550 2.0116  0.6001
H30 -2.6176 0.7321 0.8380  0.4289
H31 -3.9719 -0.3463 -1.0332  0.4183
H32 -5.3782 -2.3307 -3.5740  0.4009
H33 -7.2234 -4.0186 -3.3653  0.3541
H34 -6.7841 -6.2027 -2.2333  0.3849
H35 -4.5288 -6.6653 -1.2763  0.3862
H36 -2.7185 -4.9723 -1.4295  0.1206
H37 -1.2741 -3.7695 -0.9117  0.5123
H38 -0.1711 -2.8318 1.0491  0.4839
H39 -0.7857 -2.6212 2.7991  0.7642
H40 -0.1465 -3.6472 4.9086  0.3172

Results
* largest force on an atom: 3.56 eV/Å
* HOMO energy: -10.68 eV
* Kohn-Sham gap: 5.948 eV
* SMILES: COc1ccc([C@@H](CC(C)=[N+](O[Si](C)(C)C)O[Si](C)(C)C)c2ccc(Oc3ccccc3)cc2)cc1
* ΔE to the lowest compared entry with this formula, charge and spin: 1.6722 eV
* charge: +1
* DFT total energy: -2063.4118 hartree

---

(2)
Formula: C29H41BrN2O2PS2TeY
Source: the Open Molecules 2025 dataset
Level of theory: ωB97M-V with the def2-TZVPD basis set

Each line ends with the Mulliken charge.
Cartesian coordinates (Å):
Y1 -0.1052 1.4525 0.0677  0.6928
O1 -4.5467 0.9840 -1.2084  -0.8255
C1 -5.1439 1.0194 -0.0078  0.3196
C2 -6.5342 0.8800 0.0444  -0.6219
C3 -7.2051 0.9394 1.2536  -0.2721
C4 -6.5018 1.1387 2.4349  -0.7910
C5 -5.1198 1.2681 2.3766  -0.4037
C6 -4.4184 1.2023 1.1805  -0.1968
C7 -2.9005 1.3340 1.1707  0.6095
O2 -2.3743 1.2671 -0.1127  -0.5921
N1 -2.3951 0.2673 2.0389  -0.3767
N2 -0.9686 0.0763 1.7993  0.0623
C8 -0.6391 -1.1639 2.2045  -0.3439
C9 0.4804 -1.9028 2.1204  -0.0139
Br1 2.4379 0.5558 0.8225  -0.7385
C10 1.5265 -2.4835 2.6677  -0.9391
C11 2.1199 -2.0771 3.9616  1.0305
C12 1.6976 -0.9273 4.6332  -0.3578
C13 2.2719 -0.5610 5.8376  -0.6107
C14 3.2877 -1.3256 6.4048  -0.4032
C15 3.7251 -2.4619 5.7401  -0.4352
C16 3.1480 -2.8276 4.5319  -0.5624
H1 -3.5617 1.1593 -1.0044  0.3292
H2 -7.0610 0.7343 -0.8901  0.4087
H3 -8.2852 0.8361 1.2709  0.3391
H4 -7.0183 1.1920 3.3849  0.3635
H5 -4.5465 1.4151 3.2848  0.4033
H6 -2.6180 2.2923 1.6479  0.2023
H7 -2.8721 -0.5875 1.7373  0.3888
H8 -1.4649 -1.7571 2.6231  0.1466
H9 2.0758 -3.2735 2.1543  0.1266
H10 0.9321 -0.3110 4.1788  0.4715
H11 1.9349 0.3438 6.3296  0.3709
H12 3.7381 -1.0293 7.3446  0.3363
H13 4.5238 -3.0661 6.1580  0.3423
H14 3.4964 -3.7121 4.0088  0.3134
C17 2.5438 5.3623 1.4246  -1.6033
C18 1.7423 4.3813 0.5957  0.8878
S1 0.3132 3.7578 1.3825  -0.5765
C19 2.1880 4.0830 -0.6434  0.5806
C20 3.4855 4.6369 -1.1786  -1.5999
S2 1.3893 2.9381 -1.7454  -0.4463
H15 2.0403 5.5602 2.3685  0.4017
H16 2.6884 6.3109 0.9005  0.3111
H17 3.5352 4.9566 1.6470  0.2655
H18 3.5900 5.7095 -0.9958  0.3463
H19 3.5615 4.4768 -2.2542  0.4027
H20 4.3473 4.1453 -0.7125  0.2730
Te1 -0.8948 3.6210 -2.1680  -0.4362
C21 0.6192 -1.8079 -4.9619  -1.6240
C22 -0.0178 -0.7746 -4.0313  0.4310
C23 0.2498 0.6288 -4.5741  -1.2004
P1 0.3988 -0.8757 -2.2247  1.0966
C24 2.1350 -1.4731 -2.0502  1.4821
C25 3.1141 -0.4974 -2.7045  -1.4979
C26 2.4973 -2.9228 -2.3698  -1.6913
C27 -0.6199 -2.2888 -1.5780  1.2143
C28 -2.0277 -1.8098 -1.2238  -1.5896
C29 -0.7386 -3.5575 -2.4223  -1.8536
H21 0.2319 -1.6637 -5.9762  0.4967
H22 0.4245 -2.8376 -4.6730  0.2459
H23 1.7007 -1.6734 -5.0124  0.1925
H24 -1.1052 -0.9339 -4.0302  0.4197
H25 1.3174 0.8573 -4.5596  0.2446
H26 -0.2573 1.4014 -3.9952  -0.0193
H27 -0.0898 0.6972 -5.6124  0.4697
H28 2.2614 -1.3408 -0.9694  -0.4114
H29 3.1693 -0.6434 -3.7871  0.2482
H30 4.1118 -0.6630 -2.2930  0.4808
H31 2.8508 0.5415 -2.5063  0.1154
H32 2.2599 -3.2259 -3.3905  0.1847
H33 2.0085 -3.6174 -1.6848  0.3203
H34 3.5758 -3.0478 -2.2357  0.5203
H35 -0.1128 -2.5297 -0.6320  -0.1206
H36 -2.6074 -1.5797 -2.1235  0.2945
H37 -2.0422 -0.9197 -0.5942  0.2556
H38 -2.5605 -2.6051 -0.6938  0.5881
H39 -1.2935 -3.3566 -3.3421  0.3119
H40 -1.3142 -4.3034 -1.8664  0.4516
H41 0.2153 -4.0077 -2.6931  0.3648

Results
* largest force on an atom: 0.62 eV/Å
* HOMO energy: -1.46 eV
* Kohn-Sham gap: 5.763 eV
* ΔE to the lowest compared entry with this formula, charge and spin: 0.0000 eV
* charge: -2
* DFT total energy: -5407.9093 hartree

---

(3)
Formula: C29H41IrN2O3P2
Source: the Open Molecules 2025 dataset
Level of theory: ωB97M-V with the def2-TZVPD basis set

Each line ends with the Mulliken charge.
Cartesian coordinates (Å):
Ir1 -0.3824 -1.0322 0.0459  2.4206
C1 3.7141 -1.9324 -1.8111  -1.5932
C2 3.4414 -2.2878 -0.3476  0.7763
C3 4.7771 -2.5266 0.3549  -1.4877
P1 2.2766 -1.0461 0.4781  0.5640
C4 2.9237 -0.7889 2.2178  0.7865
C5 2.7931 -2.0169 3.1131  -1.5421
C6 2.2040 0.4077 2.8291  -1.5960
C7 2.7049 0.5512 -0.2769  0.7274
C8 4.0053 0.9237 -0.5773  -0.9837
C9 4.2729 2.0769 -1.2989  -0.9862
C10 3.2190 2.8461 -1.7788  -1.0827
C11 1.9268 2.5331 -1.4356  -0.3322
C12 1.6379 1.4225 -0.6043  -0.8976
N1 0.3871 1.1923 -0.1377  0.3222
C13 -0.4387 2.2607 0.0305  -0.7794
C14 0.0688 3.5292 0.3911  -0.5684
C15 -0.7506 4.6299 0.4547  -0.8970
C16 -2.1018 4.5080 0.1560  -1.0220
C17 -2.6373 3.2560 -0.0997  -0.3458
C18 -1.8374 2.1221 -0.1196  -0.0620
P2 -2.4773 0.4222 -0.2843  0.8688
C19 -4.0483 0.5798 0.7286  0.5387
C20 -4.9276 -0.6673 0.7083  -1.6881
C21 -3.6966 1.0017 2.1538  -1.4941
C22 -3.0168 0.3087 -2.0704  0.6489
C23 -4.3532 0.9539 -2.4139  -1.5510
C24 -1.9021 0.9118 -2.9229  -1.4695
H1 4.0147 -2.8261 -2.3547  0.5102
H2 4.5200 -1.2076 -1.8914  0.4159
H3 2.8405 -1.5139 -2.2999  0.1904
H4 2.8674 -3.2246 -0.3303  0.4133
H5 5.3849 -1.6259 0.3675  0.1745
H6 5.3251 -3.2780 -0.2117  0.4940
H7 4.6730 -2.8911 1.3709  0.3815
H8 3.9843 -0.5427 2.0944  0.7879
H9 1.7920 -2.1012 3.5252  0.3399
H10 3.4842 -1.9360 3.9511  0.4022
H11 3.0096 -2.9400 2.5817  0.3215
H12 1.1212 0.2699 2.8097  0.1465
H13 2.4410 1.3234 2.2911  0.2859
H14 2.5075 0.5373 3.8656  0.5587
H15 4.8325 0.3258 -0.2281  0.3705
H16 5.2923 2.3502 -1.5192  0.4648
H17 3.4173 3.6958 -2.4133  0.4489
H18 1.1072 3.1165 -1.8277  0.6676
H19 1.1153 3.6206 0.6369  0.5928
H20 -0.3395 5.5884 0.7287  0.4375
H21 -2.7395 5.3770 0.1610  0.4596
H22 -3.6967 3.1770 -0.2892  0.3142
H23 -4.6113 1.3929 0.2559  0.6798
H24 -4.5560 -1.4341 1.3790  0.3192
H25 -4.9973 -1.0948 -0.2890  0.3441
H26 -5.9315 -0.4014 1.0363  0.4741
H27 -3.0480 0.2712 2.6340  0.2319
H28 -4.6046 1.0920 2.7482  0.4948
H29 -3.1831 1.9623 2.1632  0.2826
H30 -3.0728 -0.7687 -2.2636  0.6019
H31 -4.3278 2.0300 -2.2619  0.2475
H32 -5.1745 0.5329 -1.8438  0.3812
H33 -4.5612 0.7776 -3.4674  0.4830
H34 -1.9751 1.9978 -2.9317  0.3256
H35 -1.9755 0.5482 -3.9450  0.5012
H36 -0.9140 0.6610 -2.5372  0.1167
C25 -2.2247 -3.0909 0.5469  -0.3011
C26 -1.0054 -3.6843 0.1662  -1.1935
C27 -0.0052 -3.2498 1.0539  -0.4295
C28 -0.6155 -2.3699 2.0024  -0.7452
C29 -1.9923 -2.2979 1.6860  -0.4570
H37 -3.1733 -3.2546 0.0733  0.4581
H38 -0.8801 -4.3828 -0.6406  0.4267
H39 0.9972 -3.6403 1.1164  0.7532
H40 -0.1951 -2.0572 2.9423  0.4726
H41 -2.7354 -1.8295 2.3029  0.8650
O1 -1.0593 -1.9975 -2.0302  -0.5262
N2 0.0118 -1.8041 -2.6392  0.9058
O2 0.2521 -2.3078 -3.6914  -0.6938
O3 0.8208 -1.0343 -2.0654  -0.4717

Results
* largest force on an atom: 3.45 eV/Å
* HOMO energy (spin up / spin down): -9.79 / -9.79 eV
* Kohn-Sham gap (spin up / spin down): 4.900 / 4.761 eV
* multiplicity: 2
* ⟨S²⟩: 0.84
* ΔE to the lowest compared entry with this formula, charge and spin: 4.1045 eV
* charge: +1
* DFT total energy: -2251.4696 hartree